Record 1
Below is a cluster of 2 separate species, C5H8O2 in total at a distorted geometry, with properties calculated with the ωB97M-V functional and the def2-TZVPD basis.

Its multiplicity is 1. The value obtained for the total energy is -9409.2946 eV. Its LUMO energy is 0.923 eV. The calculation puts the HOMO-LUMO gap at 0.3871 Ha. The value obtained for the energy above the lowest of the compared OMol25 structures with the same formula, charge and spin is 51.87 kJ/mol.

Geometry (Å):
C: -1.025837 -1.626140 -0.556961
C: -0.052947 0.396671 0.563448
C: 1.101982 -0.103101 1.405734
C: -0.301528 -0.284780 -0.768115
C: 0.698491 2.970627 -1.071052
O: 0.055234 3.899338 -1.183438
O: -0.756861 1.309610 0.946419
H: -1.591624 -1.906946 -1.449254
H: -0.328918 -2.439819 -0.334990
H: -1.739277 -1.559907 0.270464
H: 1.969887 0.536119 1.197760
H: 0.858350 -0.004716 2.466449
H: 1.380346 -1.135462 1.173093
H: 0.648667 -0.444205 -1.292722
H: -0.915966 0.392712 -1.366835

Cartesian forces (eV/Å) of the 6 atoms listed first:
0.0 -0.1 0.0
-0.1 0.2 0.1
0.0 0.0 0.1
0.0 0.1 0.0
-0.7 1.2 -0.2
0.8 -1.1 0.1

***

Record 2
Below is the molecule C4H7ClS at a distorted geometry, with properties calculated with the ωB97M-V functional and the def2-TZVPD basis.

Its multiplicity is 1. As for the SMILES: SC/C=C\CCl. The value obtained for the total energy is -27617.8157 eV. Its LUMO energy is 0.594 eV. The calculation puts the HOMO-LUMO gap at 0.3456 Ha. The value obtained for the energy above the lowest of the compared OMol25 structures with the same formula, charge and spin is 86.27 kJ/mol.

Geometry (Å):
S: 1.464538 -1.245664 -0.139063
C: 1.579983 0.499337 0.674333
C: 1.025903 1.527004 -0.242409
C: -0.302118 1.608978 -0.432972
C: -1.448645 0.916637 0.318854
Cl: -1.876031 -0.852024 -0.037133
H: 2.011856 -0.703388 -1.221133
H: 2.598439 0.611664 0.924147
H: 1.020024 0.341994 1.591365
H: 1.773896 2.234488 -0.646417
H: -0.541341 2.240198 -1.193643
H: -2.367637 1.443104 0.136025
H: -1.166070 0.935229 1.359093

Cartesian forces (eV/Å) of the 6 atoms listed first:
0.4 1.4 0.5
-0.8 -1.9 -0.3
-0.5 -0.3 1.2
1.0 -1.6 1.1
1.3 -0.3 -0.6
0.2 1.0 0.0

***

Record 3
Below is the molecule C5H7NO, with properties calculated with the ωB97M-V functional and the def2-TZVPD basis.

Its multiplicity is 1. The value obtained for the total energy is -8829.9071 eV. Its LUMO energy (alpha / beta) is 0.577 / 0.867 eV. The calculation puts the HOMO-LUMO gap (alpha / beta) at 0.2797 / 0.2965 Ha. The value obtained for the energy above the lowest of the compared OMol25 structures with the same formula, charge and spin is 607.45 kJ/mol.

Geometry (Å):
C: -2.209385 -0.974424 0.352918
N: -1.552705 0.099891 -0.071249
C: -0.237276 -0.019934 -0.289853
C: 0.893832 -0.080060 0.731148
C: 1.869080 -0.087712 -0.453020
C: 0.791415 1.014375 -0.679063
O: 0.957171 1.402372 0.747789
H: -3.136605 -0.912416 0.887176
H: -1.768519 -1.930757 0.136868
H: -2.069866 0.960495 -0.317816
H: 0.966714 -0.581127 1.697086
H: 1.856903 -0.980681 -1.094984
H: 2.861007 0.293225 -0.200719
H: 0.778240 1.796748 -1.446276

Cartesian forces (eV/Å) of the 6 atoms listed first:
-0.5 -0.6 0.2
-0.1 0.6 -0.3
0.2 0.3 -0.2
0.0 -0.5 0.3
0.2 0.0 0.0
0.2 0.1 -0.6

***

Record 4
Below is the ion C3H4FN4 with charge -1 at a distorted geometry, with properties calculated with the ωB97M-V functional and the def2-TZVPD basis.

Its multiplicity is 1. The value obtained for the total energy is -11850.5673 eV. Its LUMO energy (alpha / beta) is 4.134 / 4.134 eV. The calculation puts the HOMO-LUMO gap (alpha / beta) at 0.2636 / 0.2636 Ha. The charge is -1. The value obtained for the energy above the lowest of the compared OMol25 structures with the same formula, charge and spin is 308.05 kJ/mol.

Geometry (Å):
C: 1.922381 0.714794 -0.196384
C: -0.305613 -0.114955 0.326839
C: 0.539685 0.906478 -0.429337
N: 3.032099 -1.411849 -0.291073
N: 2.991672 1.235249 0.142574
N: 3.982949 -0.760420 0.012447
N: 4.174071 0.464864 0.257319
F: 0.009809 2.252420 -0.036636
H: 0.090212 -0.262331 1.328356
H: -1.340049 0.218998 0.403097
H: -0.254009 -1.058565 -0.210116
H: 0.301887 0.889965 -1.503037

Cartesian forces (eV/Å) of the 6 atoms listed first:
2.7 -2.1 0.0
0.0 0.2 -0.1
-1.4 0.8 0.0
-0.6 1.3 0.1
-2.1 0.8 -0.3
-1.2 -1.5 -0.6

***

Record 5
Below is a cluster of 2 separate species, C9H18ClNO4 in total at a distorted geometry, with properties calculated with the ωB97M-V functional and the def2-TZVPD basis.

Its multiplicity is 1. As for the SMILES: CC(C)[C@@H](O)/C(Cl)=[N+](\[O-])O.CC(C)C=O. The value obtained for the total energy is -31822.1706 eV. Its LUMO energy is 0.615 eV. The calculation puts the HOMO-LUMO gap at 0.3631 Ha. The value obtained for the energy above the lowest of the compared OMol25 structures with the same formula, charge and spin is 0.00 kJ/mol.

Geometry (Å):
C: 1.475400 -0.760945 -3.558376
C: 0.775381 0.304680 -2.620327
C: 1.557511 1.554089 -2.489343
C: 0.393749 -0.334605 -1.236949
O: 1.430500 -0.320943 -0.253861
C: -0.833999 0.445591 -0.699245
Cl: -2.425809 0.161291 -1.361840
N: -0.683229 1.523149 -0.069288
O: 0.386322 1.900720 0.448097
O: -1.832250 2.332974 0.110788
H: 2.517975 -0.942966 -3.138660
H: 0.831251 -1.581133 -3.578870
H: 1.485944 -0.290874 -4.471385
H: -0.237349 0.481774 -3.050334
H: 1.405148 2.117296 -3.488152
H: 2.676596 1.587715 -2.238619
H: 1.092699 2.184490 -1.785202
H: -0.063459 -1.440793 -1.299048
H: 1.393856 0.553032 0.183247
H: -1.584708 2.994089 0.801534
C: 0.451357 -0.295069 2.700164
C: -0.861314 -0.995881 2.262312
C: -0.970413 -2.414227 2.599244
C: -1.994220 -0.100180 2.759188
O: -2.046002 1.103482 2.784519
H: 0.307998 0.730829 2.516929
H: 0.637881 -0.327398 3.696130
H: 1.285951 -0.664659 2.093617
H: -0.905769 -0.744909 1.109746
H: -0.572515 -2.537824 3.604480
H: -2.008306 -2.716287 2.561533
H: -0.345045 -2.870696 1.801645
H: -2.741134 -0.635815 3.306325

Cartesian forces (eV/Å) of the 6 atoms listed first:
1.0 1.7 3.8
-0.4 -3.1 0.2
1.2 2.1 -2.1
-1.0 -1.2 1.1
-0.4 -0.7 -1.0
-0.8 -1.3 -2.4

***

Record 6
Below is a cluster of 9 separate species, C39H75F5O31P4 in total at a distorted geometry, with properties calculated with the ωB97M-V functional and the def2-TZVPD basis.

Its multiplicity is 1. As for the SMILES: O=C1OC[C@@H](F)O1.O=C1OC[C@@H](F)O1.O=C1OC[C@@H](F)O1.O=C1OC[C@@H](F)O1.O=C1OC[C@@H](F)O1.CCOP(=O)(OCC)OCC.CCOP(=O)(OCC)OCC.CCOP(=O)(OCC)OCC.CCOP(=O)(OCC)OCC. The value obtained for the total energy is -155883.8035 eV. Its LUMO energy is 0.298 eV. The calculation puts the HOMO-LUMO gap at 0.3880 Ha. The value obtained for the energy above the lowest of the compared OMol25 structures with the same formula, charge and spin is 0.00 kJ/mol.

Geometry (Å):
O: -4.561354 -4.606247 -1.217043
C: -4.302954 -3.564587 -1.915933
O: -3.210184 -2.763397 -1.787913
C: -3.497154 -1.617307 -2.529073
C: -4.622504 -1.964227 -3.429033
F: -4.156324 -2.456817 -4.606803
O: -5.179604 -3.010047 -2.673753
H: -3.715354 -0.763947 -1.887003
H: -2.723704 -1.311217 -3.233473
H: -5.401424 -1.229697 -3.633613
O: -1.553884 -0.461037 3.390347
C: -0.439024 -0.872187 3.641157
O: 0.651696 -0.096807 3.583337
C: 1.843166 -0.870707 3.867077
C: 1.299056 -2.272027 3.746097
F: 1.695716 -3.074287 4.742417
O: -0.108964 -2.156267 3.879837
H: 2.668826 -0.724607 3.170627
H: 2.178826 -0.789327 4.900917
H: 1.649286 -2.679617 2.797777
O: -0.460114 -4.909677 1.756547
C: -1.477974 -4.304517 2.109767
O: -1.992524 -4.253437 3.353897
C: -3.279014 -3.796247 3.281957
C: -3.353734 -3.233897 1.916967
F: -3.456384 -1.888977 2.025437
O: -2.235494 -3.617867 1.268937
H: -3.986594 -4.604477 3.466897
H: -3.486074 -3.038947 4.038087
H: -4.124254 -3.567017 1.221677
O: 2.174966 0.317223 0.471037
C: 1.173086 -0.269937 0.163387
O: -0.063494 0.196733 0.264567
C: -0.974484 -0.831417 -0.103373
C: -0.126844 -1.824427 -0.839323
F: -0.298254 -1.677297 -2.136183
O: 1.182876 -1.448837 -0.366803
H: -1.346054 -1.212977 0.847647
H: -1.835844 -0.544697 -0.706653
H: -0.420794 -2.859307 -0.664053
O: 8.145756 -0.103537 -1.719413
C: 7.139166 -0.660917 -1.317613
O: 6.212616 -0.103837 -0.502483
C: 5.111636 -1.004747 -0.360023
C: 5.717956 -2.280877 -0.845483
F: 4.842176 -3.110617 -1.457723
O: 6.787696 -1.897497 -1.678463
H: 4.669706 -1.157037 0.624657
H: 4.322056 -0.652227 -1.023643
H: 6.168796 -2.749727 0.029177
C: 6.099726 2.563553 8.641747
C: 5.346276 3.261173 7.536347
O: 6.029566 3.158723 6.285227
P: 6.050336 1.746033 5.510247
O: 5.111826 0.726373 6.025837
O: 5.832916 2.092633 3.923547
C: 4.872116 1.500143 3.123537
C: 5.145966 1.967143 1.668097
O: 7.569956 1.356843 5.567157
C: 8.063956 0.225873 6.245867
C: 9.582786 0.137443 5.815487
H: 6.026946 1.477063 8.690087
H: 7.120846 2.944113 8.617317
H: 5.518956 2.881563 9.507577
H: 4.311916 2.918333 7.510617
H: 5.242426 4.299733 7.850537
H: 5.071126 0.430063 3.182137
H: 3.853576 1.760013 3.411897
H: 5.132436 3.057033 1.674067
H: 6.187826 1.742043 1.440177
H: 4.440726 1.453533 1.014687
H: 7.875116 0.272503 7.318367
H: 7.542906 -0.629847 5.816507
H: 9.862346 -0.915507 5.850727
H: 9.784236 0.575393 4.837877
H: 10.104036 0.779163 6.525847
C: -5.606814 -8.790587 -2.478773
C: -4.954264 -7.432567 -2.514263
O: -3.659014 -7.545017 -3.152663
P: -3.306834 -6.521997 -4.428113
O: -4.537614 -6.023157 -5.062033
O: -2.289484 -5.424187 -3.818693
C: -0.920424 -5.709647 -3.527353
C: -0.864844 -6.079077 -1.999153
O: -2.468294 -7.456027 -5.498733
C: -3.063284 -8.588867 -6.175873
C: -3.747324 -8.124957 -7.455833
H: -5.489004 -9.243757 -3.463073
H: -5.094434 -9.363257 -1.705713
H: -6.693874 -8.813927 -2.402343
H: -5.626124 -6.864827 -3.157983
H: -4.926144 -7.024197 -1.504043
H: -0.514854 -6.501877 -4.156623
H: -0.385434 -4.801767 -3.806003
H: -1.328584 -7.041977 -1.784993
H: 0.192826 -6.122097 -1.739173
H: -1.289274 -5.275107 -1.397823
H: -2.176304 -9.173197 -6.420663
H: -3.754114 -9.148167 -5.544973
H: -4.460924 -7.309207 -7.339973
H: -2.944934 -7.819167 -8.127223
H: -4.139994 -9.043967 -7.890963
C: 0.641816 1.627983 -3.045443
C: 0.048266 1.339813 -4.460973
O: -1.006014 2.191093 -4.823803
P: -2.377004 2.356553 -3.981073
O: -3.009024 1.088273 -3.432583
O: -1.919444 3.460113 -2.894463
C: -2.635894 3.541613 -1.657093
C: -3.754864 4.498663 -1.838023
O: -3.281194 3.178073 -4.975513
C: -3.790454 2.621043 -6.176433
C: -3.942784 3.903963 -7.059413
H: 0.038216 1.328413 -2.188683
H: 1.627046 1.189993 -2.885503
H: 0.866376 2.649733 -2.739343
H: 0.818126 1.564423 -5.199193
H: -0.194554 0.277873 -4.498833
H: -3.029494 2.558813 -1.397683
H: -1.957204 3.851883 -0.862603
H: -4.214264 4.812013 -0.900533
H: -3.354934 5.420593 -2.260163
H: -4.534194 3.968073 -2.385043
H: -3.127154 1.889193 -6.637433
H: -4.767504 2.165083 -6.016483
H: -2.962604 4.360713 -7.196203
H: -4.341424 3.650413 -8.041703
H: -4.572114 4.646903 -6.569413
C: -1.652724 7.630373 4.442057
C: -0.990274 7.961103 3.162047
O: -1.509444 7.047493 2.151567
P: -0.539264 6.554533 0.978107
O: 0.858376 6.999813 0.953657
O: -1.297614 6.834213 -0.422623
C: -1.100764 8.088323 -1.018313
C: -2.182674 9.080613 -0.441933
O: -0.678134 4.941873 0.994977
C: -0.728224 4.155063 2.160677
C: 0.516966 3.277703 2.025637
H: -2.733074 7.698483 4.314407
H: -1.356644 6.648533 4.811427
H: -1.316234 8.232413 5.286107
H: -1.022614 9.030413 2.953157
H: 0.075166 7.764603 3.281697
H: -0.062594 8.361343 -0.829213
H: -1.301694 8.065873 -2.089403
H: -3.113674 8.545913 -0.253713
H: -1.855264 9.414553 0.542647
H: -2.457454 9.875223 -1.135613
H: -0.604384 4.821523 3.014257
H: -1.642694 3.565873 2.092117
H: 1.431136 3.865973 2.105197
H: 0.516606 2.636223 2.906887
H: 0.503226 2.597463 1.174047

Cartesian forces (eV/Å) of the 6 atoms listed first:
1.8 4.4 -3.0
-0.1 -4.5 5.1
-0.3 -1.5 0.1
1.1 2.5 -1.2
-0.6 -0.3 0.3
-0.1 -0.1 -0.1

***

| no. | molar mass (g mol⁻¹) |
| --- | --- |
| 1 | 100.12 |
| 2 | 122.62 |
| 3 | 97.12 |
| 4 | 115.09 |
| 5 | 239.70 |
| 6 | 1258.88 |